{"formula": "C39H89FN4O14P", "method": "ωB97M-V/def2-TZVPD", "symbols": ["C", "C", "O", "O", "C", "C", "C", "C", "C", "O", "P", "C", "C", "O", "F", "O", "C", "C", "C", "C", "C", "C", "O", "H", "H", "H", "H", "H", "H", "H", "H", "H", "H", "H", "H", "H", "H", "H", "H", "H", "H", "H", "H", "H", "H", "H", "H", "H", "H", "H", "H", "H", "C", "O", "C", "C", "N", "C", "C", "O", "C", "H", "H", "H", "H", "H", "H", "H", "H", "H", "H", "H", "H", "H", "H", "H", "C", "O", "C", "C", "N", "C", "C", "O", "C", "H", "H", "H", "H", "H", "H", "H", "H", "H", "H", "H", "H", "H", "H", "H", "C", "O", "C", "C", "N", "C", "C", "O", "C", "H", "H", "H", "H", "H", "H", "H", "H", "H", "H", "H", "H", "H", "H", "H", "C", "O", "C", "C", "N", "C", "C", "O", "C", "H", "H", "H", "H", "H", "H", "H", "H", "H", "H", "H", "H", "H", "H", "H"], "coordinates": [[-5.75804, -2.45896, 0.53992], [-4.39993, -1.78560, 1.04849], [-4.27882, -0.54825, 0.83655], [-3.32399, -2.48878, 1.67726], [-2.88802, -3.49817, 0.71211], [-1.55443, -4.26999, 1.12908], [-0.19620, -3.41852, 1.00356], [-0.38194, -1.87746, 0.62470], [-0.58345, -1.44580, -0.91791], [0.04018, -0.12688, -1.08616], [1.23907, 0.18309, 0.16614], [1.92578, 1.66582, -0.88154], [0.89508, 2.22426, -1.95929], [1.16771, 2.06124, -3.18168], [-0.30472, 2.92318, -1.65440], [0.08201, 1.10743, 1.07069], [0.44351, 1.23184, 2.45905], [1.35376, 2.50989, 2.81589], [0.33580, 3.62364, 3.43761], [2.43208, 2.13519, 3.94066], [1.78997, 1.52067, 5.29260], [3.52858, 1.04503, 3.45120], [0.95634, -1.34936, 0.93265], [-5.67320, -3.56555, 0.28121], [-6.56680, -2.37032, 1.35520], [-6.14937, -1.91826, -0.40923], [-3.72854, -4.29653, 0.69083], [-2.86558, -3.06984, -0.36058], [-1.44945, -5.15892, 0.39730], [-1.70605, -4.75973, 2.16313], [0.32751, -3.43361, 2.03388], [0.55914, -3.92197, 0.28854], [-1.11074, -1.22242, 1.20909], [0.03453, -2.08673, -1.65605], [-1.69489, -1.33601, -1.21894], [2.31288, 0.55304, 1.08164], [2.11327, -0.60040, -0.70685], [2.84486, 1.29677, -1.47012], [2.31855, 2.52196, -0.20829], [-0.54976, 1.35667, 3.03998], [0.94579, 0.30631, 2.90605], [1.84391, 3.01814, 1.92089], [-0.33888, 3.16764, 4.25378], [-0.38968, 3.91233, 2.58479], [0.89074, 4.52545, 3.87157], [3.03529, 3.09245, 4.20362], [0.84467, 2.05513, 5.63844], [2.57792, 1.68506, 6.12034], [1.54794, 0.40733, 5.21400], [3.01302, 0.02227, 3.33388], [4.35178, 0.87776, 4.24345], [4.01539, 1.31380, 2.45334], [3.49547, -3.48475, 2.54071], [4.32742, -3.28639, 3.67848], [3.65220, -2.65238, 4.76506], [3.45902, -3.63139, 5.92418], [2.47499, -4.66318, 5.59210], [2.44038, -5.77019, 6.54562], [3.70645, -6.63590, 6.67576], [4.00707, -7.40456, 5.51707], [4.74098, -6.70974, 4.51941], [4.12853, -3.81238, 1.71432], [2.75260, -4.26457, 2.73125], [2.99611, -2.55677, 2.24815], [2.70392, -2.20119, 4.45579], [4.30600, -1.84252, 5.10448], [3.11878, -3.08069, 6.80738], [4.43604, -4.07256, 6.14895], [2.68772, -5.03875, 4.67432], [1.62217, -6.42706, 6.23231], [2.16880, -5.38289, 7.53425], [3.51619, -7.36452, 7.47200], [4.57894, -6.06003, 7.00329], [5.41851, -5.96371, 4.94247], [4.05898, -6.24646, 3.80395], [5.33618, -7.44089, 3.96682], [-11.08972, -4.07323, -5.29803], [-9.81382, -4.69343, -5.25446], [-8.96115, -4.30720, -6.33470], [-7.80518, -3.44372, -5.82761], [-8.27287, -2.12422, -5.40074], [-7.26888, -1.35387, -4.66681], [-6.78546, -1.91823, -3.31922], [-7.78217, -1.93141, -2.30230], [-8.63397, -3.06593, -2.32569], [-11.72114, -4.54949, -4.54608], [-11.01572, -3.00961, -5.05714], [-11.55850, -4.20294, -6.27767], [-9.51277, -3.80985, -7.13901], [-8.54419, -5.23241, -6.74526], [-7.06888, -3.32253, -6.62865], [-7.32924, -3.98247, -5.00164], [-9.08536, -2.23900, -4.80494], [-7.70939, -0.37049, -4.47377], [-6.40217, -1.18570, -5.31544], [-6.00030, -1.24698, -2.95407], [-6.31208, -2.90123, -3.41893], [-8.12511, -3.96364, -2.68644], [-9.52079, -2.85878, -2.92826], [-8.97760, -3.25172, -1.30501], [-1.38817, 0.90853, -10.61098], [-2.17552, 1.14664, -9.45533], [-2.06467, 0.11250, -8.47370], [-1.31852, 0.61767, -7.23786], [0.09972, 0.83617, -7.52378], [0.80705, 1.56319, -6.46702], [0.36333, 3.00739, -6.17927], [0.63211, 3.92241, -7.24101], [-0.35664, 3.95778, -8.25592], [-1.66298, 1.64942, -11.36392], [-0.32419, 1.02553, -10.38979], [-1.57775, -0.08848, -11.01944], [-1.60416, -0.79429, -8.87943], [-3.08737, -0.14246, -8.17702], [-1.41385, -0.11952, -6.43430], [-1.80538, 1.54355, -6.91452], [0.18515, 1.36286, -8.38615], [1.86127, 1.59409, -6.76123], [0.75886, 0.98385, -5.53937], [0.95451, 3.35950, -5.32877], [-0.68227, 3.07151, -5.85958], [-1.35957, 3.75799, -7.86948], [-0.10495, 3.25374, -9.05249], [-0.35147, 4.95724, -8.69890], [6.69557, 7.47562, 6.97821], [6.49033, 8.15141, 5.74710], [7.52687, 7.91291, 4.79252], [7.00686, 7.06330, 3.63193], [6.74244, 5.68761, 4.05515], [6.00133, 4.90105, 3.06881], [4.57239, 5.35691, 2.72449], [3.64580, 5.22317, 3.79556], [3.63430, 6.31040, 4.70675], [5.95813, 7.84599, 7.69229], [6.54731, 6.39893, 6.86247], [7.69478, 7.67481, 7.37615], [8.41610, 7.46788, 5.25066], [7.81543, 8.89278, 4.39848], [7.75208, 7.05592, 2.82987], [6.09863, 7.54356, 3.25312], [6.20782, 5.70446, 4.91670], [5.93606, 3.88298, 3.46631], [6.58883, 4.83879, 2.14605], [4.20640, 4.69330, 1.93323], [4.54189, 6.36706, 2.30154], [3.86724, 7.26316, 4.22408], [4.32466, 6.11844, 5.53112], [2.63263, 6.37899, 5.13834]], "atomic_forces_ev_per_a": [[-0.2, -0.4, 0.0], [0.3, 4.1, -1.0], [-0.4, -4.8, 1.2], [-1.7, 0.3, -2.0], [-0.6, -2.1, -0.5], [0.0, -0.2, -0.6], [-0.3, 0.1, 0.8], [1.8, 1.0, -0.4], [0.8, 0.7, -0.5], [-1.3, -1.2, 1.6], [1.8, -0.5, -1.9], [-0.7, 2.3, -0.6], [2.1, -0.7, -3.8], [-1.8, 1.0, 4.6], [2.4, -1.4, 0.0], [1.0, -0.6, 1.2], [-0.4, 0.5, 0.6], [-1.0, 0.4, 1.5], [-0.2, -0.5, -0.6], [0.9, -0.4, 0.1], [0.5, 0.7, 0.2], [-0.4, -0.3, 0.2], [-2.0, 0.1, 0.2], [0.0, 1.4, 0.5], [1.4, 0.0, -1.1], [0.9, -0.7, 1.8], [1.4, 1.0, 0.0], [0.4, -0.4, 1.8], [-0.5, 1.4, 1.0], [0.3, 1.0, -1.5], [-0.8, 0.2, -1.6], [-1.4, 1.0, 0.9], [0.5, -1.5, -0.4], [-1.3, 0.3, 1.2], [1.7, -0.4, 0.4], [-0.5, -0.7, 0.0], [0.4, 0.2, 0.5], [-1.8, 0.6, 0.7], [-1.0, -1.2, -0.9], [1.5, -0.2, -0.9], [-0.7, 1.0, -1.0], [-0.5, -1.1, 1.0], [1.2, 0.7, -1.2], [1.2, -0.1, 1.4], [-0.8, -1.1, -0.8], [-1.3, -1.6, -0.3], [1.2, -0.6, -0.6], [-1.2, -0.5, -1.1], [0.4, 1.5, 0.0], [0.8, 1.5, 0.0], [-1.2, 0.5, -1.1], [-0.7, -0.3, 1.4], [0.2, 0.1, 0.0], [-0.4, 0.0, 0.0], [0.5, -0.1, 0.3], [-0.2, 0.0, -0.5], [0.2, 0.0, 0.2], [0.1, -0.1, -0.4], [-0.4, -0.2, 0.2], [0.2, 0.3, 0.2], [-0.1, -0.3, -0.2], [0.0, 0.0, 0.1], [-0.2, 0.0, -0.1], [-0.1, -0.1, -0.1], [0.0, -0.2, -0.1], [-0.1, 0.0, 0.0], [0.0, 0.0, 0.0], [0.2, 0.2, 0.1], [-0.1, 0.1, 0.1], [0.1, 0.0, 0.1], [0.1, 0.0, 0.0], [0.0, 0.0, -0.1], [0.0, 0.1, -0.2], [-0.1, 0.1, 0.0], [0.2, 0.2, 0.0], [0.0, 0.0, 0.1], [0.2, -0.2, 0.2], [-0.3, 0.3, -0.3], [0.6, -0.2, 0.3], [-0.6, 0.1, 0.0], [0.1, -0.2, -0.1], [-0.2, 0.0, 0.3], [0.2, 0.5, -0.1], [0.2, -0.3, -0.3], [-0.1, 0.3, 0.3], [0.1, 0.0, 0.0], [-0.1, 0.1, -0.1], [0.0, 0.1, 0.0], [-0.1, 0.1, 0.2], [0.0, 0.0, 0.0], [0.0, 0.0, 0.0], [0.1, -0.2, -0.1], [0.1, 0.0, -0.1], [0.1, 0.0, 0.0], [0.0, -0.1, 0.0], [-0.1, 0.0, 0.0], [-0.2, -0.1, 0.0], [0.0, 0.1, -0.1], [0.0, -0.2, -0.1], [0.1, 0.1, 0.0], [-0.2, 0.3, 0.2], [0.2, -0.4, -0.3], [-0.2, 0.3, 0.6], [0.2, -0.1, -0.6], [-0.3, -0.1, 0.0], [0.1, 0.2, -0.1], [0.5, -0.2, 0.4], [-0.4, -0.1, -0.1], [0.5, 0.2, 0.0], [0.0, 0.0, 0.1], [0.1, -0.2, -0.1], [0.1, 0.0, 0.0], [0.1, 0.2, -0.1], [0.0, 0.0, 0.0], [0.0, 0.1, 0.0], [-0.2, -0.1, 0.1], [-0.1, -0.1, 0.1], [0.0, 0.0, 0.1], [-0.1, 0.1, 0.0], [-0.1, -0.1, -0.1], [-0.1, 0.0, -0.2], [0.0, -0.1, 0.0], [-0.3, -0.1, -0.1], [0.0, 0.0, 0.1], [-0.3, 0.2, -0.2], [0.4, -0.2, 0.3], [-0.3, 0.2, -0.6], [0.0, -0.2, 0.6], [0.1, 0.3, -0.1], [-0.3, -0.1, 0.3], [0.1, -0.5, -0.2], [0.3, 0.6, -0.2], [-0.3, -0.4, 0.1], [0.0, 0.0, -0.1], [0.2, -0.1, 0.1], [0.0, -0.1, 0.0], [-0.2, -0.1, 0.1], [0.0, 0.0, 0.0], [0.0, 0.0, 0.0], [0.1, 0.2, -0.1], [0.1, 0.0, -0.1], [-0.1, 0.0, -0.1], [0.0, 0.1, 0.0], [0.0, 0.0, 0.1], [0.0, 0.1, 0.2], [0.1, 0.0, 0.0], [0.1, 0.2, 0.1], [0.0, -0.1, -0.1]], "lowdin_charge": [-0.007, -0.405, 0.063, -0.067, -0.209, -0.153, -0.128, -0.308, -0.166, -0.343, 0.525, -0.200, -0.354, 0.006, 0.013, -0.295, -0.247, -0.279, -0.095, -0.354, -0.094, -0.112, -0.359, 0.069, 0.098, 0.086, 0.113, 0.135, 0.112, 0.118, 0.110, 0.124, 0.146, 0.126, 0.116, 0.022, 0.028, 0.091, 0.073, 0.128, 0.096, 0.122, 0.063, 0.092, 0.064, 0.114, 0.062, 0.079, 0.073, 0.053, 0.075, 0.072, -0.099, -0.199, -0.213, -0.207, -0.051, -0.203, -0.227, -0.185, -0.098, 0.091, 0.067, 0.078, 0.116, 0.115, 0.120, 0.098, 0.067, 0.116, 0.114, 0.116, 0.106, 0.089, 0.071, 0.086, -0.116, -0.199, -0.209, -0.209, -0.056, -0.192, -0.219, -0.198, -0.098, 0.088, 0.075, 0.086, 0.120, 0.118, 0.123, 0.101, 0.064, 0.120, 0.118, 0.124, 0.111, 0.090, 0.068, 0.088, -0.122, -0.200, -0.211, -0.208, -0.058, -0.190, -0.213, -0.184, -0.112, 0.086, 0.075, 0.083, 0.117, 0.115, 0.125, 0.102, 0.061, 0.118, 0.110, 0.106, 0.113, 0.087, 0.065, 0.083, -0.116, -0.198, -0.211, -0.211, -0.055, -0.190, -0.206, -0.213, -0.091, 0.088, 0.076, 0.085, 0.119, 0.117, 0.121, 0.101, 0.065, 0.117, 0.118, 0.121, 0.110, 0.089, 0.070, 0.087], "fmax_ev_per_a": 5.0, "relative_energy_kcal_mol": 111.9, "total_energy_ha": -3252.6713, "total_charge": -1, "e_lumo_ev": 2.01}